Record 1
Density functional theory data (ωB97M-V with the def2-TZVPD basis set) for the molecule C18H27NO4.

Structure (XYZ):
```
50
C18H27NO4 (ωB97M-V with the def2-TZVPD basis set)
C -0.44 -2.85 -1.05
H -1.30 -2.20 -0.95
H -0.33 -3.13 -2.10
H -0.63 -3.76 -0.48
C 0.81 -2.14 -0.54
C 0.65 -1.70 0.90
C 1.97 -1.17 1.46
H 1.78 -0.66 2.40
H 2.61 -2.03 1.68
C 2.71 -0.22 0.48
C 1.77 0.23 -0.64
C 1.13 -0.92 -1.42
H 0.21 -0.54 -1.86
H 1.80 -1.21 -2.24
H 2.29 0.91 -1.31
O 0.69 0.99 -0.06
C 0.83 2.29 0.06
O 1.81 2.93 -0.22
C -0.45 2.92 0.61
H -0.23 3.48 1.53
O -1.42 1.95 0.95
C -2.02 1.34 -0.10
O -1.88 1.72 -1.24
C -2.80 0.20 0.35
C -2.88 -0.32 1.64
C -3.70 -1.44 1.59
C -4.10 -1.58 0.28
N -3.56 -0.59 -0.47
C -3.79 -0.42 -1.87
H -3.09 0.31 -2.27
H -4.81 -0.05 -2.05
H -3.67 -1.37 -2.39
H -4.74 -2.32 -0.17
H -3.97 -2.08 2.40
H -2.38 0.09 2.50
H -0.84 3.61 -0.15
H 3.00 0.69 1.02
C 4.02 -0.86 -0.05
C 5.05 -0.94 1.08
H 4.66 -1.47 1.94
H 5.34 0.06 1.39
H 5.94 -1.47 0.74
C 4.64 -0.06 -1.20
H 4.06 -0.16 -2.12
H 4.71 0.99 -0.94
H 5.64 -0.44 -1.41
H 3.80 -1.87 -0.41
H 0.32 -2.54 1.52
H -0.12 -0.93 0.96
H 1.65 -2.85 -0.59
```

Results
Electronic energy = -1057.84125 Ha
Orbital gap = 9.60 eV
ΔE to the lowest compared entry with this formula, charge and spin = 0.0 kcal/mol
Charge = 0
Strongest force on any atom = 0.83 eV/A
Highest occupied orbital energy = -8.74 eV


Record 2
Density functional theory data (ωB97M-V with the def2-TZVPD basis set) for a structure of composition C29H40N7S3SiTi in a non-equilibrium geometry.

Structure (XYZ):
```
81
C29H40N7S3SiTi (ωB97M-V with the def2-TZVPD basis set)
Ti 0.15 0.92 -0.35
C 0.96 3.96 1.51
N 0.30 3.61 0.24
C 1.17 4.01 -0.90
C 0.69 3.39 -2.19
N 0.86 1.91 -2.20
C -0.06 1.29 -3.21
C 2.28 1.58 -2.42
C 2.81 1.59 -3.70
C 4.14 1.29 -3.94
C 4.96 0.98 -2.86
C 4.45 1.00 -1.58
C 3.10 1.30 -1.32
S 2.53 1.32 0.36
C -0.98 4.30 0.14
C -1.05 5.68 0.38
C -2.26 6.35 0.30
C -3.41 5.64 -0.04
C -3.33 4.29 -0.30
C -2.11 3.59 -0.22
S -2.10 1.87 -0.61
H 1.27 5.01 1.54
H 1.84 3.34 1.64
H 0.25 3.80 2.33
H 2.19 3.71 -0.67
H 1.16 5.11 -1.01
H 1.23 3.82 -3.04
H -0.37 3.60 -2.32
H 0.45 1.06 -4.14
H -0.90 1.95 -3.39
H -0.47 0.35 -2.84
H 2.18 1.84 -4.54
H 4.52 1.29 -4.95
H 6.00 0.74 -3.02
H 5.09 0.77 -0.73
H -0.16 6.23 0.64
H -2.30 7.41 0.50
H -4.36 6.15 -0.10
H -4.22 3.74 -0.57
C -4.98 -2.01 2.94
Si -3.42 -2.70 2.18
C -3.81 -3.37 0.50
C -2.78 -4.09 3.24
C -2.12 -1.34 2.27
C -1.86 -0.86 3.54
C -0.89 0.11 3.80
C -0.19 0.59 2.73
N -0.41 0.16 1.47
C -1.36 -0.77 1.21
S -1.58 -1.10 -0.47
H -5.76 -2.77 2.94
H -5.34 -1.15 2.39
H -4.81 -1.70 3.98
H -4.57 -4.15 0.64
H -2.94 -3.80 0.02
H -4.21 -2.60 -0.17
H -3.50 -4.92 3.26
H -2.62 -3.77 4.27
H -1.84 -4.47 2.85
H -2.42 -1.26 4.38
H -0.69 0.48 4.79
H 0.59 1.34 2.84
C 1.41 -5.62 -1.38
C 2.13 -5.12 -0.13
C 1.14 -4.77 0.97
C 3.07 -3.96 -0.43
N 2.37 -2.75 -0.85
C 1.88 -1.76 -0.12
N 1.21 -0.96 -0.89
N 1.33 -1.45 -2.15
N 2.03 -2.52 -2.14
H 0.80 -6.49 -1.14
H 2.11 -5.90 -2.17
H 0.74 -4.85 -1.78
H 2.78 -5.92 0.23
H 0.44 -3.99 0.65
H 1.64 -4.42 1.88
H 0.54 -5.64 1.24
H 3.78 -4.20 -1.22
H 3.64 -3.69 0.46
H 2.00 -1.67 0.95
```

Results
Expectation value of S² = 0.755
Electronic energy = -3846.00721 Ha
Orbital gap (spin up / spin down) = 7.56 / 7.65 eV
Charge = 0
Strongest force on any atom = 1.09 eV/A
Spin multiplicity = 2
Highest occupied orbital energy (spin up / spin down) = -7.21 / -7.24 eV


Question: What is the charge in the second record?
Answer: 0